(1)
12 unconnected molecules or ions with the total composition C49H71F12N12O5P2S at a distorted geometry, computed with ωB97M-V/def2-TZVPD.

total energy: -142098.765 eV
frontier orbital gap: 8.60 eV
multiplicity: 1
total charge: +1

```
152
C49H71F12N12O5P2S, DFT ωB97M-V/def2-TZVPD
C 0.498 -0.008 5.276
C -0.074 0.762 4.065
P 1.251 1.469 3.032
C 1.744 3.100 3.708
C 0.590 3.967 4.243
C 0.576 1.598 1.288
C 0.884 3.008 0.808
C 0.468 3.310 -0.656
C -0.277 4.648 -0.764
P 0.802 6.087 -0.831
O 0.048 7.257 -1.298
O 1.995 5.768 -1.834
O 1.373 6.265 0.644
C -0.308 2.111 -1.188
S -0.522 2.266 -2.989
O -0.481 0.975 -3.610
O 0.383 3.246 -3.509
C -2.264 2.914 -3.293
F -2.240 3.787 -4.270
F -2.810 3.429 -2.197
F -3.003 1.873 -3.662
C 0.216 0.684 -0.934
C -0.978 -0.283 -1.000
C -0.727 -1.565 -1.825
C -1.527 -2.697 -1.223
F -2.833 -2.295 -1.159
F -1.125 -2.964 0.044
C -1.486 -4.008 -2.044
F -1.525 -3.700 -3.350
F -0.320 -4.620 -1.771
C -2.641 -5.016 -1.784
F -3.787 -4.577 -2.306
F -2.290 -6.145 -2.432
C -2.879 -5.430 -0.309
F -1.747 -5.735 0.301
F -3.667 -6.505 -0.303
F -3.497 -4.473 0.374
N 1.121 0.560 0.316
C 0.997 -0.850 0.823
C 2.038 -1.339 1.847
C 2.526 0.901 -0.133
C 3.343 -0.208 -0.741
C 3.064 -0.818 -1.971
C 3.906 -1.809 -2.489
C 5.054 -2.199 -1.791
C 5.359 -1.589 -0.570
C 6.614 -1.972 0.162
C 4.501 -0.608 -0.060
H 1.568 -0.158 5.165
H 0.054 -0.995 5.321
H 0.283 0.534 6.188
H -0.607 0.038 3.448
H -0.818 1.495 4.351
H 2.358 2.844 4.568
H 2.392 3.650 3.034
H 0.198 3.478 5.132
H -0.247 4.037 3.554
H 0.943 4.940 4.566
H -0.495 1.427 1.358
H 0.292 3.646 1.454
H 1.938 3.231 0.908
H 1.385 3.404 -1.234
H -0.850 4.749 -1.675
H -0.905 4.794 0.111
H 2.029 6.525 -2.438
H 1.984 7.018 0.630
H -1.319 2.187 -0.785
H 0.858 0.424 -1.762
H -1.428 -0.499 -0.038
H -1.765 0.227 -1.545
H 0.327 -1.826 -1.862
H -1.085 -1.411 -2.834
H 0.024 -0.971 1.274
H 1.105 -1.497 -0.032
H 2.833 -0.639 2.041
H 1.562 -1.530 2.803
H 2.464 -2.278 1.511
H 2.488 1.722 -0.841
H 3.049 1.286 0.736
H 2.214 -0.519 -2.570
H 3.665 -2.238 -3.449
H 5.715 -2.939 -2.212
H 6.390 -2.363 1.150
H 7.186 -2.676 -0.430
H 7.234 -1.088 0.289
H 4.773 -0.147 0.881
C 10.425 0.433 -1.243
C 9.490 0.775 -0.181
N 8.763 1.043 0.661
H 10.809 -0.573 -1.087
H 9.920 0.477 -2.206
H 11.257 1.135 -1.245
C 7.723 2.900 -3.232
C 7.248 1.731 -2.505
N 6.879 0.807 -1.938
H 7.603 2.743 -4.303
H 7.151 3.777 -2.935
H 8.780 3.071 -3.016
C -6.309 -8.083 1.156
C -6.258 -8.644 2.499
N -6.210 -9.094 3.551
H -6.471 -8.874 0.425
H -7.121 -7.362 1.085
H -5.372 -7.582 0.933
C -8.841 -9.685 5.962
C -9.874 -9.473 6.967
N -10.684 -9.308 7.759
H -8.328 -10.627 6.147
H -9.293 -9.713 4.974
H -8.115 -8.875 6.002
C -4.257 0.267 4.718
C -3.611 1.505 4.308
N -3.095 2.475 3.982
H -3.888 -0.029 5.693
H -5.335 0.419 4.769
H -4.037 -0.521 4.003
C -3.556 -4.384 5.822
C -2.955 -3.059 5.742
N -2.489 -2.014 5.683
H -4.595 -4.339 5.502
H -3.013 -5.074 5.179
H -3.513 -4.744 6.847
C 12.710 4.491 -1.934
C 11.671 3.961 -2.806
N 10.857 3.555 -3.502
H 12.594 5.568 -1.837
H 12.636 4.035 -0.949
H 13.690 4.274 -2.356
C -10.437 -7.152 2.194
C -10.732 -8.389 2.902
N -10.976 -9.352 3.469
H -10.549 -7.302 1.122
H -11.121 -6.370 2.518
H -9.416 -6.840 2.410
C -3.751 5.466 -6.840
C -3.858 6.539 -7.819
N -3.941 7.382 -8.587
H -3.202 4.629 -7.268
H -3.224 5.825 -5.958
H -4.745 5.129 -6.551
C -5.996 4.446 -2.815
C -7.428 4.655 -2.647
N -8.552 4.819 -2.513
H -5.633 3.762 -2.050
H -5.798 4.019 -3.797
H -5.471 5.395 -2.725
C 2.497 4.751 -5.500
C 3.842 5.242 -5.772
N 4.897 5.634 -5.974
H 2.475 3.666 -5.584
H 2.199 5.029 -4.492
H 1.791 5.176 -6.211
```

---

(2)
A molecular structure, C49H75N7P2S4Si3Y at a distorted geometry, computed with ωB97M-V/def2-TZVPD.

total energy: -149061.616 eV
energy relative to the best compared isomer or geometry (same formula, charge and spin): 2.313 eV
frontier orbital gap: 4.87 eV
multiplicity: 1
total charge: -1

```
141
C49H75N7P2S4Si3Y, DFT ωB97M-V/def2-TZVPD
Y -0.170 -0.366 0.521
C 2.326 -4.457 -1.882
C 2.579 -4.080 -0.420
C 3.935 -4.607 0.038
P 2.089 -2.280 -0.094
C 2.940 -1.469 -1.563
C 2.499 -0.023 -1.683
C 4.456 -1.547 -1.747
C 2.921 -1.823 1.477
C 4.302 -2.039 1.568
C 4.979 -2.118 2.768
C 4.221 -2.128 3.934
C 2.872 -1.867 3.884
C 2.194 -1.533 2.682
N 0.928 -1.005 2.700
C 0.359 -0.509 3.880
C 1.088 0.164 4.883
C 0.475 0.755 5.969
C -0.903 0.697 6.131
C -1.644 0.031 5.174
C -1.043 -0.560 4.067
P -1.977 -1.486 2.816
C -2.308 -3.083 3.764
C -3.604 -3.132 4.570
C -1.134 -3.402 4.692
C -3.660 -0.661 2.805
C -3.508 0.804 2.405
C -4.555 -1.382 1.794
H 2.323 -5.545 -1.970
H 1.350 -4.101 -2.214
H 3.103 -4.070 -2.550
H 1.848 -4.613 0.179
H 4.770 -4.217 -0.548
H 4.112 -4.398 1.090
H 3.924 -5.692 -0.090
H 2.479 -2.018 -2.390
H 2.872 0.573 -0.854
H 2.863 0.411 -2.616
H 1.408 0.053 -1.692
H 4.974 -0.907 -1.032
H 4.837 -2.561 -1.657
H 4.707 -1.190 -2.751
H 4.860 -2.174 0.655
H 6.053 -2.253 2.789
H 4.689 -2.343 4.887
H 2.296 -1.910 4.797
H 2.155 0.263 4.782
H 1.081 1.287 6.694
H -1.385 1.157 6.985
H -2.721 -0.032 5.286
H -2.334 -3.844 2.978
H -3.630 -2.351 5.334
H -4.497 -3.050 3.953
H -3.646 -4.095 5.085
H -1.137 -2.739 5.560
H -1.214 -4.434 5.039
H -0.186 -3.299 4.170
H -4.115 -0.720 3.796
H -2.934 0.878 1.475
H -4.485 1.263 2.234
H -2.986 1.380 3.170
H -4.172 -1.236 0.784
H -4.583 -2.458 1.960
H -5.578 -0.996 1.841
S -0.129 -4.475 2.058
S -0.755 -5.532 0.483
S -1.103 -4.080 -1.102
S -1.906 -2.586 -0.023
C 3.248 3.292 -2.042
Si 1.510 3.197 -1.261
C 0.977 5.026 -1.401
C 0.432 2.369 -2.611
C 1.431 2.479 0.473
Si 3.091 2.616 1.331
C 3.173 2.078 3.141
C 3.769 4.408 1.407
C 4.536 1.598 0.621
Si 0.120 3.339 1.455
C -0.363 2.699 3.167
C 0.267 5.221 1.771
C -1.528 3.166 0.506
C -2.533 4.129 0.613
C -3.668 4.049 -0.171
C -3.736 3.041 -1.121
C -2.700 2.126 -1.178
N -1.653 2.136 -0.349
H 3.187 3.817 -2.999
H 3.933 3.855 -1.405
H 3.703 2.321 -2.229
H 1.140 5.401 -2.414
H 1.542 5.661 -0.715
H -0.085 5.148 -1.168
H 1.043 2.052 -3.461
H -0.304 3.085 -2.986
H -0.124 1.504 -2.253
H 2.344 2.448 3.742
H 4.100 2.445 3.589
H 3.183 0.989 3.203
H 3.313 4.951 2.237
H 3.559 4.967 0.492
H 4.851 4.422 1.565
H 4.822 1.880 -0.393
H 4.313 0.530 0.640
H 5.406 1.749 1.265
H 0.398 2.912 3.916
H -0.520 1.623 3.162
H -1.292 3.172 3.495
H 1.321 5.488 1.853
H -0.217 5.524 2.702
H -0.149 5.824 0.963
H -2.411 4.937 1.323
H -4.469 4.771 -0.069
H -4.572 2.956 -1.801
H -2.699 1.362 -1.937
C 0.087 -1.377 -4.014
C -1.283 -1.285 -3.438
N -1.609 -0.647 -2.341
C -2.971 -0.840 -2.186
C -3.459 -1.583 -3.205
N -2.371 -1.878 -4.002
C -2.435 -2.647 -5.215
N -3.400 -2.084 -6.125
N -4.494 -2.782 -6.505
N -5.228 -2.053 -7.251
C -4.640 -0.817 -7.378
C -5.039 0.329 -8.069
C -4.214 1.429 -7.991
C -3.024 1.411 -7.242
C -2.614 0.289 -6.553
C -3.448 -0.824 -6.641
H 0.737 -0.698 -3.473
H 0.091 -1.096 -5.070
H 0.480 -2.392 -3.920
H -3.505 -0.463 -1.334
H -4.447 -1.945 -3.428
H -2.754 -3.670 -5.012
H -1.448 -2.656 -5.675
H -5.963 0.347 -8.630
H -4.485 2.338 -8.511
H -2.415 2.305 -7.202
H -1.701 0.285 -5.972
```

---

(3)
14 unconnected molecules or ions with the total composition C49H77F7O35 at a distorted geometry, computed with ωB97M-V/def2-TZVPD.

total energy: -142749.800 eV
frontier orbital gap: 10.40 eV
multiplicity: 1
total charge: 0

```
168
C49H77F7O35, DFT ωB97M-V/def2-TZVPD
C -6.140 -0.793 0.439
C -5.123 0.025 1.273
O -4.142 0.262 0.329
C -4.129 -0.671 -0.620
O -3.400 -0.716 -1.541
O -5.298 -1.373 -0.549
F -4.609 -0.771 2.263
H -6.851 -0.151 -0.087
H -6.581 -1.580 1.045
H -5.462 0.977 1.685
C -5.047 5.560 -2.193
C -4.797 5.819 -0.725
O -5.160 4.636 -0.039
C -5.845 3.861 -0.903
O -6.420 2.843 -0.597
O -5.740 4.310 -2.195
F -5.596 6.870 -0.248
H -4.115 5.422 -2.753
H -5.588 6.351 -2.676
H -3.811 6.125 -0.461
C 5.493 1.892 1.199
C 6.470 1.866 0.039
O 5.887 1.008 -0.894
C 4.775 0.475 -0.375
O 4.078 -0.343 -0.967
O 4.420 1.012 0.761
F 7.712 1.284 0.415
H 5.120 2.881 1.316
H 5.979 1.531 2.096
H 6.801 2.796 -0.457
C -2.497 -4.889 1.365
C -3.093 -3.620 1.825
O -4.425 -3.594 1.237
C -4.596 -4.662 0.447
O -5.548 -4.922 -0.193
O -3.527 -5.490 0.537
F -2.511 -2.470 1.298
H -2.236 -5.626 2.173
H -1.598 -4.768 0.808
H -3.202 -3.533 2.939
C -2.512 -3.082 -4.019
C -3.260 -4.170 -3.209
O -2.381 -4.330 -2.064
C -1.142 -3.863 -2.374
O -0.178 -3.936 -1.672
O -1.143 -3.298 -3.617
F -3.370 -5.410 -3.819
H -2.867 -2.116 -3.644
H -2.565 -3.286 -5.066
H -4.249 -3.859 -2.947
C 2.771 -2.834 0.764
C 2.501 -4.387 0.697
O 1.393 -4.584 1.493
C 1.256 -3.467 2.316
O 0.454 -3.310 3.202
O 2.112 -2.526 1.990
F 3.546 -4.973 1.257
H 2.295 -2.296 -0.020
H 3.802 -2.465 0.742
H 2.303 -4.822 -0.308
C 1.783 2.548 3.346
C 0.914 3.449 4.259
O 1.088 4.772 3.748
C 2.094 4.762 2.809
O 2.475 5.695 2.177
O 2.638 3.548 2.709
F 1.415 3.494 5.489
H 1.134 2.064 2.575
H 2.383 1.859 3.838
H -0.157 3.320 4.230
O 0.115 0.649 5.012
C -0.525 -0.187 5.578
O -1.869 -0.164 5.601
C -2.551 0.834 4.823
C -3.996 0.517 4.796
C -0.111 -1.428 6.318
H -2.159 0.669 3.763
H -2.281 1.800 5.155
H -4.603 0.690 5.694
H -4.115 -0.526 4.592
H -4.503 1.044 3.978
H 0.020 -2.270 5.664
H -0.806 -1.700 7.094
H 0.889 -1.221 6.742
O -0.411 3.983 1.609
C -1.563 3.987 1.240
O -2.057 4.938 0.380
C -1.069 5.776 -0.173
C -0.440 6.862 0.709
C -2.582 2.983 1.783
H -1.618 6.228 -1.065
H -0.253 5.125 -0.557
H -1.173 7.522 1.152
H 0.161 7.591 0.088
H 0.211 6.498 1.512
H -2.241 1.970 1.478
H -3.559 3.116 1.316
H -2.613 2.966 2.872
O 4.304 3.500 -1.266
C 3.183 3.682 -1.612
O 2.666 3.296 -2.811
C 3.580 2.465 -3.599
C 3.069 2.330 -5.055
C 2.214 4.460 -0.786
H 3.609 1.469 -3.084
H 4.569 2.921 -3.579
H 2.948 3.304 -5.570
H 2.056 1.953 -4.926
H 3.750 1.651 -5.578
H 1.727 5.163 -1.449
H 2.726 5.003 0.010
H 1.483 3.780 -0.341
O -5.097 -2.298 -4.378
C -6.192 -2.594 -3.956
O -6.998 -1.708 -3.259
C -6.554 -0.292 -3.104
C -7.361 0.680 -3.932
C -6.801 -3.965 -4.118
H -5.482 -0.221 -3.363
H -6.793 -0.019 -2.024
H -7.177 1.771 -3.723
H -8.422 0.565 -3.713
H -7.059 0.573 -4.969
H -7.310 -4.173 -3.206
H -5.909 -4.586 -4.256
H -7.461 -4.093 -4.976
O 4.376 -4.521 -2.031
C 4.388 -4.299 -3.221
O 5.337 -3.514 -3.722
C 6.319 -2.876 -2.891
C 6.328 -1.396 -3.168
C 3.425 -4.926 -4.177
H 7.295 -3.256 -3.106
H 6.102 -2.972 -1.842
H 6.732 -1.234 -4.162
H 6.884 -0.979 -2.356
H 5.330 -1.062 -3.300
H 4.096 -5.502 -4.805
H 2.953 -4.192 -4.870
H 2.635 -5.458 -3.606
O -1.201 1.809 -0.724
C -0.537 1.037 -1.401
O 0.413 0.261 -0.918
C 0.717 0.440 0.485
C -0.389 -0.403 1.291
C -0.772 0.827 -2.862
H 0.566 1.460 0.720
H 1.735 0.104 0.626
H 0.031 -0.424 2.261
H -0.432 -1.379 0.888
H -1.386 0.051 1.179
H -0.454 -0.155 -3.206
H -0.354 1.650 -3.477
H -1.867 0.867 -3.011
O 5.574 -1.625 1.970
C 5.720 -2.562 2.710
O 6.908 -3.226 2.776
C 7.989 -2.676 2.018
C 8.744 -1.518 2.629
C 4.666 -2.944 3.745
H 7.629 -2.511 0.955
H 8.574 -3.574 1.840
H 9.397 -0.903 1.954
H 9.435 -1.867 3.395
H 7.989 -0.845 2.988
H 4.993 -2.622 4.726
H 4.535 -3.970 3.807
H 3.831 -2.315 3.465
```

---

Listing LUMO energy for the structures above in their given order: -2.2147 1.7772 0.3649 eV.